# 1
The following is a DFT calculation (ωB97M-V/def2-TZVPD) of an isolated molecule of C3H6O2.

```
11
Properties=species:S:1:pos:R:3:mulliken_charge:R:1
C 0.113 -0.614 -1.196 -0.97
C -0.267 -0.781 0.335 -0.20
O -0.881 0.469 0.686 -0.31
C 0.028 1.419 1.056 0.21
O 1.192 1.224 1.182 -0.47
H 0.621 -1.432 -1.815 0.31
H -0.769 -0.408 -1.858 0.26
H 0.856 0.137 -1.191 0.30
H -0.987 -1.568 0.520 0.27
H 0.641 -0.816 0.938 0.30
H -0.548 2.370 1.342 0.31
```

Summary:
**Highest occupied orbital energy**: -10.92 eV
**Energy above the lowest of the compared OMol25 structures with the same formula, charge and spin**: 23.3 kcal per mole
**SMILES string**: CCOC=O

=====

# 2
The following is a DFT calculation (ωB97M-V/def2-TZVPD) of a structure of composition C3H6O2.

```
11
Properties=species:S:1:pos:R:3:mulliken_charge:R:1
O 0.466 1.564 0.782 -0.53
C 0.191 0.203 0.637 0.01
C -1.100 -0.233 -0.072 -0.34
O -0.386 -1.227 -0.816 -0.38
C 0.872 -0.626 -0.468 -0.30
H 0.165 2.017 -0.017 0.32
H 0.313 -0.249 1.625 0.31
H -1.925 -0.650 0.515 0.23
H -1.487 0.567 -0.725 0.22
H 1.623 -1.369 -0.181 0.24
H 1.268 0.003 -1.280 0.21
```

Summary:
**Highest occupied orbital energy**: -9.94 eV
**Energy above the lowest of the compared OMol25 structures with the same formula, charge and spin**: 45.5 kcal per mole

=====

# 3
The following is a DFT calculation (ωB97M-V/def2-TZVPD) of an isolated molecule of C3H6O2.

```
11
Properties=species:S:1:pos:R:3:mulliken_charge:R:1
C 1.094 0.314 -0.994 -0.69
O 0.422 1.043 0.013 -0.37
C -0.797 0.464 0.392 -0.39
C -0.635 -0.885 1.070 0.10
O -1.425 -1.789 0.951 -0.47
H 0.391 -0.137 -1.707 0.33
H 1.720 -0.484 -0.571 0.28
H 1.738 1.012 -1.534 0.24
H -1.252 1.150 1.118 0.30
H -1.491 0.345 -0.455 0.30
H 0.264 -0.975 1.718 0.35
```

Summary:
**Highest occupied orbital energy**: -9.79 eV
**Energy above the lowest of the compared OMol25 structures with the same formula, charge and spin**: 38.2 kcal per mole
**SMILES string**: COCC=O

=====

# 4
The following is a DFT calculation (ωB97M-V/def2-TZVPD) of a cluster of 2 separate species, C3H6O2 in total.

```
11
Properties=species:S:1:pos:R:3:mulliken_charge:R:1
C -0.568 -0.614 1.032 -0.61
C 0.761 -0.580 0.919 0.02
C 1.463 0.265 -0.058 0.01
O 2.686 0.401 -0.067 -0.51
H -1.107 -1.239 1.737 0.25
H -1.213 0.027 0.451 0.25
H 1.411 -1.057 1.643 0.33
H 0.819 0.784 -0.792 0.28
O -1.651 0.498 -1.444 -0.67
H -1.615 1.468 -1.432 0.34
H -0.986 0.048 -1.990 0.32
```

Summary:
**Highest occupied orbital energy**: -9.93 eV
**Energy above the lowest of the compared OMol25 structures with the same formula, charge and spin**: 43.2 kcal per mole
**SMILES string**: C=CC=O.O

=====

# 5
The following is a DFT calculation (ωB97M-V/def2-TZVPD) of a cluster of 2 separate species, C3H6O2 in total.

```
11
Properties=species:S:1:pos:R:3:mulliken_charge:R:1
O 1.325 -0.845 0.584 -0.47
C 0.200 -0.078 0.858 0.22
C -0.017 1.307 0.216 -0.24
O -1.374 0.862 -0.059 -0.14
C -1.202 -0.408 0.289 -0.41
H 1.256 -1.190 -0.316 0.27
H 0.102 -0.017 1.949 0.28
H 0.000 2.208 0.836 0.25
H 0.519 1.470 -0.722 0.22
H -0.662 -1.617 -1.548 -0.09
H -0.147 -1.691 -2.086 0.12
```

Summary:
**Highest occupied orbital energy**: -8.88 eV
**Energy above the lowest of the compared OMol25 structures with the same formula, charge and spin**: 121.0 kcal per mole

=====

# 6
The following is a DFT calculation (ωB97M-V/def2-TZVPD) of an isolated molecule of C3H6O2.

```
11
Properties=species:S:1:pos:R:3:mulliken_charge:R:1
O 1.279 -1.087 0.374 -0.58
C -0.047 -0.667 0.575 -0.49
C -1.182 -0.369 -0.382 -0.50
C -0.556 0.702 0.256 0.21
O 0.412 1.250 -0.667 -0.56
H 1.548 -0.213 -0.207 0.34
H -0.143 -0.817 1.496 0.49
H -2.005 -0.914 0.407 0.19
H -1.464 -0.604 -1.453 0.32
H -0.840 1.676 0.884 0.31
H 0.090 1.571 -1.473 0.28
```

Summary:
**Highest occupied orbital energy**: -9.34 eV
**Energy above the lowest of the compared OMol25 structures with the same formula, charge and spin**: 111.7 kcal per mole
**SMILES string**: O[C@@H]1C[C@@H]1O

=====

Summary of max |F| in eV Å⁻¹
2.42 0.39 0.54 1.85 0.29 8.16
(order as listed above)
Summary of energy in Eh
-268.36808 -268.33270 -268.34431 -268.33642 -268.21238 -268.22728
(order as listed above)